# 1
A molecular structure, C2H4S3, computed with ωB97M-V/def2-TZVPD.

Geometry as XYZ:
```
9
Properties=species:S:1:pos:R:3:nbo_charge:R:1
C -0.8241 -0.0582 0.8518 -0.621
C 0.4883 0.1182 0.1918 -0.375
H -1.2576 -1.0002 -1.2684 0.146
H -0.9362 -0.9403 1.6169 0.244
H -1.0505 0.9318 1.5501 0.259
H 2.4798 -0.5677 -0.5480 0.173
S -2.3026 -0.0831 -0.2795 -0.012
S 1.3821 -1.3540 -0.0662 0.080
S 1.0943 1.5132 -0.1300 0.105
```

Results
Orbital gap: 8.431 eV
E_HOMO: -8.934 eV

# 2
A single C2H4S3 molecule, computed with ωB97M-V/def2-TZVPD.

Geometry as XYZ:
```
9
Properties=species:S:1:pos:R:3:nbo_charge:R:1
C -0.6684 0.0707 0.4203 -0.534
C 0.8278 -0.1832 0.0093 -0.562
S -2.4186 0.0221 -0.4519 -0.055
S 1.5442 1.1261 -0.9822 0.080
S 1.4961 -1.5272 0.6122 0.376
H -0.6692 -0.5962 1.2740 0.209
H -0.8985 1.0298 1.0653 0.235
H 2.8106 0.9542 -0.5990 0.122
H -2.0238 -0.8962 -1.3481 0.129
```

Results
⟨S²⟩: 2.01
Orbital gap (spin up / spin down): 7.609 / 6.297 eV
Multiplicity: 3
E_HOMO (spin up / spin down): -6.953 / -9.242 eV

What did we get for molar mass? Answer: 124.25, 124.26 g/mol, in the order shown.
What did we get for energy above the lowest of the compared OMol25 structures with the same formula, charge and spin? Answer: 203.9, 75.1 kJ/mol, in the order shown.